# 1
DFT (ωB97M-V/def2-TZVPD) results for C44H55Cl2GeN4O3P2S2SeY as an isolated structure in a non-equilibrium geometry.

charge: 0
calculated total energy: -246826.1209 eV
LUMO: -0.32 eV
energy above the lowest of the compared OMol25 structures with the same formula, charge and spin: 3.13 kJ/mol
spin multiplicity: 1

Cartesian coordinates (Å):
1 Y -1.51887 -0.85237 -0.07680
2 N -1.60960 0.07416 2.22042
3 C -3.02522 0.02480 2.67569
4 C -4.00782 0.40624 1.53225
5 O -5.12609 0.74542 1.91925
6 N -3.41233 0.28195 0.34395
7 C -4.11769 0.62709 -0.87253
8 C -3.13375 1.11176 -1.89206
9 O -3.40694 1.79901 -2.85678
10 O -1.92890 0.56378 -1.65079
11 H -1.28799 1.05394 2.21604
12 H -0.97214 -0.40740 2.82560
13 H -3.25549 -0.96380 3.01563
14 H -3.12267 0.75081 3.47683
15 H -4.55150 -0.26559 -1.35236
16 H -4.93806 1.32969 -0.73504
17 Cl 0.74591 -2.34904 -0.37949
18 C 0.62884 -3.69005 -1.48841
19 C 1.75740 -4.37973 -1.75515
20 C 1.75025 -5.43492 -2.63968
21 C 0.57792 -5.70824 -3.30937
22 C -0.59033 -4.98503 -3.02426
23 Cl -2.06887 -5.25998 -3.85883
24 C -0.61421 -3.96035 -2.05483
25 S -2.10203 -3.11506 -1.69314
26 H 2.67830 -4.16496 -1.24528
27 H 2.62751 -6.03144 -2.85323
28 H 0.52079 -6.47424 -4.07598
29 C 1.95656 1.47999 -0.90254
30 C 0.90694 2.34267 -0.20596
31 P 0.42372 3.87236 -1.13539
32 C 2.01923 4.80066 -0.78972
33 C 2.36531 5.29448 0.48246
34 C 3.60273 5.92863 0.67370
35 C 4.51447 6.03428 -0.38614
36 C 4.16657 5.54763 -1.62895
37 C 2.90704 4.95150 -1.85253
38 C -0.74683 4.53643 0.13257
39 C -1.88173 3.74066 0.47390
40 C -2.78080 4.14208 1.42695
41 C -2.63340 5.38761 2.03085
42 C -1.63521 6.23379 1.61680
43 C -0.69776 5.80705 0.69223
44 C 1.44925 0.66355 -2.08522
45 P 1.84842 1.32315 -3.79499
46 C 0.31457 0.72086 -4.69622
47 C -0.41527 1.57550 -5.51460
48 C -1.62535 1.15193 -6.07965
49 C -2.11277 -0.10212 -5.78074
50 C -1.37629 -0.95365 -4.96618
51 C -0.16115 -0.56654 -4.42984
52 C 3.08803 0.08841 -4.28448
53 C 4.32419 0.07592 -3.63357
54 C 5.36192 -0.72395 -4.10469
55 C 5.15209 -1.56745 -5.16454
56 C 3.94721 -1.55403 -5.83672
57 C 2.89999 -0.76680 -5.37787
58 H 2.35086 0.76676 -0.17092
59 H 2.80127 2.11472 -1.18755
60 H 1.26912 2.59931 0.79640
61 H -0.01201 1.72911 -0.10697
62 H 1.66155 5.16789 1.31776
63 H 3.83579 6.38304 1.63999
64 H 5.50571 6.41315 -0.23198
65 H 4.87462 5.55942 -2.45009
66 H 2.68741 4.58351 -2.85088
67 H -2.09785 2.79854 -0.04902
68 H -3.67317 3.52882 1.63278
69 H -3.34119 5.73948 2.78208
70 H -1.58580 7.19545 2.06480
71 H 0.09378 6.47398 0.47518
72 H 0.36512 0.68237 -2.10562
73 H 1.80434 -0.35730 -1.96379
74 H -0.07568 2.58910 -5.67616
75 H -2.14448 1.83230 -6.70240
76 H -3.05277 -0.40420 -6.20176
77 H -1.68829 -1.98158 -4.74076
78 H 0.40503 -1.24316 -3.80285
79 H 4.51833 0.73277 -2.76173
80 H 6.35809 -0.71162 -3.55437
81 H 5.95677 -2.12274 -5.61683
82 H 3.83955 -2.18980 -6.68228
83 H 1.99566 -0.77336 -5.94005
84 C 4.59131 0.74093 3.52375
85 N 3.57957 -0.22313 3.16860
86 C 2.27753 -0.17446 3.52025
87 N 1.87242 0.90000 4.25423
88 S 1.15801 -1.34804 3.03666
89 H 5.55415 0.42209 3.10697
90 H 4.68734 0.83939 4.63116
91 H 4.34619 1.71370 3.14141
92 H 3.86966 -1.07850 2.73434
93 H 2.49585 1.60349 4.62115
94 H 0.90646 0.95822 4.48356
95 C -2.22278 -4.83846 6.35309
96 Ge -3.33905 -3.66147 5.24896
97 C -4.79506 -4.67693 4.37560
98 C -3.96742 -2.03318 6.15374
99 C -2.01247 -3.04153 3.94754
100 Se -2.38765 -3.16735 2.03792
101 C -1.31988 -4.71102 1.75238
102 H -2.76732 -5.44399 7.05904
103 H -1.46873 -4.20125 6.86100
104 H -1.63097 -5.50572 5.72423
105 H -5.68802 -4.64940 4.96995
106 H -4.42703 -5.74316 4.34017
107 H -5.00452 -4.31516 3.37904
108 H -4.69398 -2.28046 6.93722
109 H -4.49224 -1.36360 5.44165
110 H -3.12965 -1.46086 6.58922
111 H -1.06977 -3.58282 4.12013
112 H -1.80470 -1.96510 4.18488
113 H -1.62566 -5.45022 2.49734
114 H -0.24515 -4.49820 1.84264
115 H -1.57622 -5.06076 0.75860

---

# 2
DFT (ωB97M-V/def2-TZVPD) results for a single C4H8O2 molecule in a non-equilibrium geometry.

charge: 0
calculated total energy: -8368.1627 eV
SMILES string: C1COCOC1
LUMO: 1.08 eV
energy above the lowest of the compared OMol25 structures with the same formula, charge and spin: 493.92 kJ/mol
spin multiplicity: 1

Cartesian coordinates (Å):
1 C -1.11020 -0.07118 -0.61830
2 C -0.51471 1.23653 -0.05250
3 O 0.04557 1.04251 1.22673
4 C 0.76396 -0.17707 1.24988
5 O 0.18119 -1.15589 0.50006
6 C 0.42334 -1.10872 -0.93528
7 H -1.89375 -0.41722 0.10802
8 H -1.51553 0.01118 -1.59158
9 H 0.23559 1.60705 -0.76214
10 H -1.28492 2.01447 0.06961
11 H 0.73616 -0.54490 2.27246
12 H 1.78621 -0.04424 0.86962
13 H 0.92161 -2.11948 -1.12979
14 H 1.25092 -0.40767 -1.19636

---

# 3
DFT (ωB97M-V/def2-TZVPD) results for a 12-piece molecular cluster, C83H181Br2N11O9 overall in a non-equilibrium geometry.

charge: +8
calculated total energy: -263808.6403 eV
LUMO: -16.37 eV
spin multiplicity: 1

Cartesian coordinates (Å):
1 C -0.55983 1.65594 7.48177
2 C -0.20300 0.63970 6.35370
3 C 1.29434 0.17132 6.46240
4 C 1.50159 -0.75467 7.71086
5 C 0.72368 -2.02988 7.52776
6 C -0.80014 -1.75118 7.64163
7 N -1.04860 -0.57167 6.63596
8 O -2.25478 -0.64750 5.82687
9 C -1.44622 -1.25768 8.95007
10 C -1.56551 -2.97178 7.18021
11 C -0.50094 1.17658 4.98546
12 H -0.20372 2.66105 7.22409
13 H -0.12340 1.45904 8.45035
14 H -1.62022 1.89671 7.69688
15 H 1.90783 1.05112 6.61512
16 H 1.63554 -0.26604 5.52108
17 H 1.26031 -0.11555 8.55912
18 H 2.58522 -0.90983 7.79812
19 H 0.74421 -2.75146 8.35357
20 H 1.00663 -2.60565 6.63260
21 H -2.50683 -1.00295 8.89079
22 H -0.94489 -0.43019 9.43089
23 H -1.45812 -2.08270 9.65426
24 H -1.37258 -3.26759 6.14216
25 H -2.62947 -2.82433 7.40632
26 H -1.17281 -3.81106 7.78445
27 H -0.23927 0.41122 4.24269
28 H 0.14009 2.02146 4.72785
29 H -1.51180 1.52311 4.78273
30 C 8.51245 -3.66162 2.93886
31 C 8.56474 -2.37989 3.88921
32 C 8.35296 -1.11436 3.10045
33 C 6.91327 -0.92724 2.56916
34 C 5.98120 -0.64273 3.80396
35 C 5.86127 -1.99024 4.49381
36 N 7.28278 -2.63590 4.78632
37 O 7.39227 -3.45437 5.66968
38 C 5.06841 -3.03586 3.69492
39 C 5.24563 -1.82785 5.89703
40 C 9.81268 -2.33543 4.75918
41 H 9.45488 -3.60254 2.42167
42 H 7.68263 -3.55821 2.21193
43 H 8.41386 -4.56314 3.56612
44 H 9.10139 -1.11156 2.29857
45 H 8.66266 -0.23795 3.67788
46 H 6.52647 -1.78907 2.02078
47 H 6.96042 -0.07203 1.92464
48 H 4.96823 -0.34621 3.40388
49 H 6.47258 0.16762 4.42238
50 H 5.46702 -4.02941 3.84622
51 H 4.95899 -2.82067 2.60923
52 H 4.05389 -3.01309 4.10074
53 H 4.90021 -2.76480 6.31209
54 H 4.35266 -1.18618 5.72976
55 H 5.89086 -1.29731 6.59596
56 H 9.79077 -1.51601 5.49495
57 H 10.61969 -2.09977 4.05265
58 H 10.05425 -3.28699 5.23034
59 C -6.43189 3.37679 -5.46328
60 C -5.45642 2.18664 -5.05944
61 C -3.93395 2.56621 -5.03882
62 C -3.48374 3.56632 -3.98403
63 C -3.65198 2.90537 -2.60815
64 C -5.12779 2.62523 -2.31246
65 N -5.77173 1.80569 -3.58010
66 O -6.50505 0.77566 -3.30815
67 C -6.02132 3.86774 -2.15116
68 C -5.15134 1.72348 -1.10314
69 C -5.65604 0.95186 -5.91185
70 H -6.44159 3.37471 -6.55577
71 H -5.97720 4.30374 -5.12033
72 H -7.37878 3.30571 -4.95421
73 H -3.70334 2.99125 -6.01875
74 H -3.39225 1.60502 -5.02116
75 H -4.01167 4.51981 -4.00975
76 H -2.43254 3.77465 -4.13029
77 H -3.38910 3.58792 -1.76575
78 H -3.10840 1.94661 -2.50812
79 H -5.82957 4.62000 -2.91417
80 H -5.81995 4.24772 -1.13391
81 H -7.06110 3.55095 -2.17793
82 H -6.16950 1.63301 -0.73636
83 H -4.56855 2.30036 -0.35981
84 H -4.70318 0.74011 -1.27842
85 H -6.70480 0.68073 -6.03208
86 H -5.06296 0.13560 -5.49617
87 H -5.24940 1.22780 -6.89508
88 C 3.00927 -5.98110 -0.92222
89 C 2.47824 -4.92750 0.07383
90 C 1.87175 -3.63272 -0.55427
91 C 0.65943 -3.91678 -1.43828
92 C -0.50133 -4.35466 -0.51175
93 C -0.20531 -5.74331 0.12243
94 N 1.29373 -5.65406 0.85219
95 O 1.52458 -6.20016 1.86928
96 C -0.13429 -6.91091 -0.86269
97 C -1.20687 -5.87442 1.34325
98 C 3.42436 -4.47519 1.13814
99 H 3.88681 -5.49447 -1.34409
100 H 2.32786 -6.30847 -1.69587
101 H 3.33853 -6.81389 -0.31123
102 H 2.72509 -3.21094 -1.11404
103 H 1.62359 -3.00029 0.31639
104 H 0.97256 -4.65831 -2.16503
105 H 0.37003 -3.03361 -2.04261
106 H -1.38047 -4.58259 -1.11413
107 H -0.81923 -3.60903 0.23205
108 H 0.13444 -7.82268 -0.29838
109 H 0.40801 -6.74167 -1.78586
110 H -1.19693 -7.04045 -1.04894
111 H -2.23297 -5.90368 0.93931
112 H -1.01476 -5.03237 2.01944
113 H -0.95593 -6.75599 1.91622
114 H 4.15176 -3.79121 0.65623
115 H 3.94340 -5.33215 1.58212
116 H 2.84466 -3.95607 1.89950
117 C -0.73022 4.23266 -0.08801
118 C 0.48320 5.03684 0.36448
119 C 1.75324 4.16442 0.32702
120 C 3.04681 4.99935 0.31309
121 C 3.04048 5.94984 -0.93625
122 C 1.90548 6.99952 -0.84969
123 N 0.62779 6.21038 -0.60062
124 O -0.38788 6.60062 -1.15544
125 C 1.78788 7.74419 -2.22195
126 C 1.99830 7.98343 0.30225
127 C 0.24298 5.65811 1.72834
128 H -0.63632 3.88605 -1.13337
129 H -1.67389 4.74733 -0.01955
130 H -0.76102 3.31880 0.51396
131 H 1.71324 3.48917 -0.53030
132 H 1.76740 3.56159 1.24502
133 H 3.93422 4.34819 0.23946
134 H 3.22630 5.50358 1.27673
135 H 2.82747 5.48776 -1.90869
136 H 3.94247 6.59358 -1.09342
137 H 1.38069 7.09796 -2.99082
138 H 2.74576 8.16253 -2.51828
139 H 1.06265 8.55224 -2.12559
140 H 2.77407 8.71744 0.06709
141 H 2.27103 7.52398 1.26824
142 H 1.06970 8.57745 0.32452
143 H 1.10681 6.21355 2.13160
144 H -0.00138 4.80301 2.36327
145 H -0.61730 6.30823 1.74251
146 C 3.57982 -0.85912 0.15929
147 C 2.89021 0.52300 0.31707
148 N 1.45396 0.38981 -0.15677
149 C 0.94968 0.61554 -1.40860
150 C -0.35653 0.26999 -1.39247
151 N -0.63950 -0.18384 -0.11698
152 C 0.48285 -0.06406 0.58945
153 C -1.91010 -0.70467 0.46140
154 H 3.08148 -1.53819 0.84673
155 H 4.61088 -0.69894 0.49786
156 H 3.57589 -1.27090 -0.86752
157 H 3.31601 1.37266 -0.24838
158 H 2.77204 0.87044 1.34624
159 H 1.58505 0.95978 -2.21441
160 H -1.14316 0.19388 -2.14629
161 H 0.57695 -0.38857 1.59355
162 H -2.16602 -1.65337 -0.01361
163 H -2.71899 0.02086 0.28654
164 H -1.70526 -0.82867 1.52039
165 C 1.19996 1.40099 -8.45146
166 C 1.55605 1.03497 -6.97371
167 N 1.29346 -0.44015 -6.60659
168 C 1.45631 -0.58116 -5.12600
169 C -0.07920 -0.94391 -6.99264
170 C -1.25537 -0.10406 -6.42814
171 C 2.34000 -1.39559 -7.34858
172 C 3.82138 -1.06886 -7.19546
173 O 4.15427 0.14724 -7.82775
174 C 5.53399 0.23416 -8.36909
175 H 1.51767 2.43005 -8.68306
176 H 0.11171 1.34435 -8.64666
177 H 1.74333 0.77694 -9.18123
178 H 1.02525 1.59772 -6.23050
179 H 2.64652 1.11517 -6.85235
180 H 1.20668 -1.58269 -4.75141
181 H 0.82049 0.15178 -4.60011
182 H 2.47120 -0.38415 -4.74502
183 H -0.16924 -1.97198 -6.60606
184 H -0.18794 -0.91907 -8.09565
185 H -2.13510 -0.46052 -7.02608
186 H -1.12177 0.95554 -6.69008
187 H -1.38764 -0.27159 -5.35885
188 H 2.10511 -1.31718 -8.40578
189 H 2.03768 -2.35760 -6.99326
190 H 4.26383 -1.97006 -7.62504
191 H 4.15037 -1.02550 -6.13429
192 H 5.61599 -0.51901 -9.15054
193 H 6.25421 0.14697 -7.55986
194 H 5.49750 1.26686 -8.78647
195 C 4.50607 4.65490 -5.76676
196 C 4.95602 3.23661 -5.50190
197 N 6.05320 3.11311 -4.38039
198 C 5.43589 3.82609 -3.16397
199 C 6.31846 1.66094 -4.09084
200 C 5.18919 0.82140 -3.46655
201 C 7.38026 3.84323 -4.64718
202 C 8.26948 3.21196 -5.72892
203 O 7.47880 3.00033 -6.87337
204 C 8.21204 3.08064 -8.13931
205 H 3.93655 4.96875 -4.89027
206 H 3.84203 4.71115 -6.63238
207 H 5.41894 5.25334 -5.92614
208 H 5.40440 2.77117 -6.36967
209 H 4.11636 2.64315 -5.10634
210 H 4.41151 3.47904 -2.92400
211 H 5.44518 4.90545 -3.31545
212 H 6.07187 3.73271 -2.29631
213 H 7.24108 1.64850 -3.47263
214 H 6.64107 1.29401 -5.08134
215 H 5.02059 0.95124 -2.39037
216 H 5.55266 -0.20603 -3.58059
217 H 4.24202 0.86567 -4.00937
218 H 7.91676 3.76762 -3.68134
219 H 7.10302 4.85355 -4.91799
220 H 8.78390 2.29432 -5.45130
221 H 9.08528 3.92561 -5.98606
222 H 8.80710 2.14854 -8.21595
223 H 8.81306 3.97220 -8.19542
224 H 7.43748 3.10135 -8.92143
225 C -6.65597 -5.99935 -1.76164
226 C -6.93820 -4.54740 -1.34163
227 N -5.84869 -3.90726 -0.48765
228 C -4.54939 -4.36902 -0.95034
229 C -5.85874 -2.34972 -0.58122
230 C -7.20577 -1.70320 -0.26450
231 C -6.10206 -4.35104 1.02043
232 C -4.91970 -4.24519 1.99359
233 O -4.53159 -2.89525 2.24521
234 C -3.36207 -2.84541 3.17083
235 H -7.56717 -6.43059 -2.13230
236 H -6.44296 -6.58655 -0.87646
237 H -5.87771 -6.15754 -2.50278
238 H -7.84918 -4.51188 -0.72849
239 H -7.12661 -3.86253 -2.17324
240 H -3.80444 -3.69808 -0.57069
241 H -4.46716 -4.22408 -2.04481
242 H -4.30419 -5.41224 -0.72907
243 H -5.53891 -2.16774 -1.60769
244 H -5.02257 -2.08123 0.08133
245 H -8.08790 -2.06361 -0.79658
246 H -7.16519 -0.65303 -0.52338
247 H -7.41839 -1.63545 0.80325
248 H -6.45712 -5.38696 0.98758
249 H -6.91664 -3.68600 1.32716
250 H -4.03489 -4.79556 1.65301
251 H -5.26197 -4.78461 2.92648
252 H -3.20931 -1.78211 3.39153
253 H -2.46798 -3.27822 2.70485
254 H -3.58531 -3.43221 4.09852
255 C -9.45218 -0.38137 3.80493
256 C -8.16124 0.48459 3.78465
257 N -7.07765 -0.15123 4.67630
258 C -6.70778 -1.58595 4.21359
259 C -5.82404 0.69116 4.58860
260 C -5.28010 0.96502 3.22607
261 C -7.48472 -0.14702 6.13210
262 C -8.07623 1.19511 6.72346
263 O -7.16302 2.23262 6.66638
264 C -6.35913 2.36027 7.85089
265 H -9.35384 -1.20327 3.09247
266 H -10.25688 0.25703 3.41458
267 H -9.77332 -0.74199 4.78393
268 H -8.33798 1.46626 4.23970
269 H -7.78540 0.57159 2.75418
270 H -6.00523 -1.98808 4.97698
271 H -6.23454 -1.56259 3.22172
272 H -7.60236 -2.25287 4.16578
273 H -5.08743 0.18791 5.24610
274 H -6.12013 1.60923 5.11171
275 H -4.28203 1.37882 3.40549
276 H -5.82756 1.69692 2.62076
277 H -5.09039 0.05849 2.64405
278 H -6.62361 -0.59432 6.60494
279 H -8.24849 -0.95009 6.24888
280 H -8.34088 1.01098 7.79507
281 H -9.02671 1.44434 6.25501
282 H -6.95880 2.59186 8.74863
283 H -5.66178 3.17997 7.59489
284 H -5.77208 1.44392 8.06138
285 Br 0.68537 -2.24676 3.10339
286 Br -2.94558 -1.11578 -2.92624

---

Question: Among the records above, which one has the highest LUMO?
Answer: C4H8O2